(1)
{
  "formula": "C25H25ClGeN2O4Sc",
  "method": "ωB97M-V/def2-TZVPD",
  "spin_multiplicity": 1,
  "energy_ha": -4675.97978,
  "largest_force_ha_per_bohr": 0.0269,
  "homo_ev": -3.49,
  "charge": -1,
  "homo_lumo_gap_ev": 5.95,
  "relative_energy_kj_mol": 100.2,
  "elements": ["Sc", "C", "C", "N", "O", "C", "C", "N", "O", "H", "H", "H", "H", "H", "H", "H", "Cl", "C", "C", "O", "O", "H", "H", "C", "Ge", "C", "C", "C", "C", "C", "C", "C", "C", "C", "C", "C", "C", "C", "C", "C", "C", "C", "C", "H", "H", "H", "H", "H", "H", "H", "H", "H", "H", "H", "H", "H", "H", "H", "H"],
  "coordinates": [[0.0612, -1.2536, 1.6126], [3.9826, -3.3230, 2.8993], [2.6556, -2.6610, 2.7114], [2.2904, -2.2211, 1.5610], [3.2318, -2.4706, 0.5639], [1.7192, -2.4930, 3.8394], [2.0744, -2.7032, 5.2724], [0.5458, -2.0869, 3.4668], [-0.4326, -1.8182, 4.2363], [4.7839, -2.6092, 2.6987], [4.0966, -4.1339, 2.1798], [4.0889, -3.7121, 3.9090], [2.9071, -1.9591, -0.1934], [2.1493, -3.7638, 5.5327], [1.2825, -2.2633, 5.8761], [3.0233, -2.2256, 5.5238], [-5.1459, -2.5334, 0.6312], [-3.4807, -1.9959, 0.9805], [-2.3991, -2.8739, 0.3811], [-2.6092, -3.8548, -0.2856], [-1.2050, -2.4241, 0.7071], [-3.3553, -1.9883, 2.0602], [-3.3514, -0.9817, 0.6104], [-0.1945, 0.8176, 1.4227], [-0.4736, 1.2921, -0.3781], [-2.1395, 0.7660, -1.3166], [-2.2988, -0.5183, -1.8468], [-3.5213, -0.9508, -2.3499], [-4.6158, -0.0964, -2.3420], [-4.4815, 1.1849, -1.8238], [-3.2560, 1.6064, -1.3163], [0.9659, 0.4615, -1.4915], [0.7953, 0.1760, -2.8515], [1.8433, -0.2919, -3.6347], [3.1028, -0.4788, -3.0765], [3.3054, -0.1808, -1.7359], [2.2445, 0.2801, -0.9524], [-0.2886, 3.2141, -0.8038], [-0.7241, 3.7897, -1.9983], [-0.5045, 5.1367, -2.2700], [0.1580, 5.9333, -1.3441], [0.5995, 5.3762, -0.1492], [0.3740, 4.0284, 0.1170], [-0.8233, 1.4157, 2.0889], [-1.4645, -1.2121, -1.8393], [-3.6258, -1.9658, -2.7142], [-5.5744, -0.4368, -2.7156], [-5.3361, 1.8511, -1.8010], [-3.1712, 2.6056, -0.9004], [-0.1800, 0.3189, -3.3058], [1.6800, -0.5124, -4.6829], [3.9232, -0.8379, -3.6865], [4.2933, -0.2896, -1.3016], [2.4141, 0.5580, 0.0842], [-1.2434, 3.1788, -2.7310], [-0.8503, 5.5652, -3.2042], [0.3289, 6.9832, -1.5535], [1.1173, 5.9936, 0.5770], [0.7084, 3.5883, 1.0526]]
}



(2)
{
  "formula": "CH4N2O",
  "method": "ωB97M-V/def2-TZVPD",
  "spin_multiplicity": 1,
  "energy_ha": -225.14683,
  "largest_force_ha_per_bohr": 0.0889,
  "homo_ev": -9.77,
  "homo_lumo_gap_ev": 9.25,
  "relative_energy_kj_mol": 381.1,
  "elements": ["N", "C", "O", "N", "H", "H", "H", "H"],
  "coordinates": [[1.0410, -0.5196, -0.6143], [-0.0531, 0.3232, -0.2642], [0.0632, 1.3229, 0.4299], [-1.1704, 0.1326, -1.0620], [1.1338, -1.4184, -0.1519], [1.8611, 0.0440, -0.4458], [-0.9215, -0.6102, 0.1592], [-1.9216, 0.7162, -0.6827]]
}



(3)
{
  "formula": "C34H34N4O2PRhS4Se",
  "method": "ωB97M-V/def2-TZVPD",
  "spin_multiplicity": 1,
  "energy_ha": -6131.26248,
  "largest_force_ha_per_bohr": 0.0253,
  "homo_ev": -11.99,
  "charge": 2,
  "homo_lumo_gap_ev": 3.94,
  "relative_energy_kj_mol": 225.3,
  "elements": ["Rh", "S", "C", "C", "C", "C", "C", "C", "N", "C", "C", "C", "C", "C", "C", "C", "C", "N", "C", "C", "C", "C", "C", "S", "C", "H", "H", "H", "H", "H", "H", "H", "H", "H", "H", "H", "H", "C", "N", "C", "Se", "N", "C", "C", "C", "C", "C", "C", "H", "H", "H", "H", "H", "H", "H", "H", "C", "C", "C", "O", "P", "S", "S", "O", "C", "C", "C", "H", "H", "H", "H", "H", "H", "H", "H", "H", "H", "H", "H", "H", "H"],
  "coordinates": [[0.0580, -0.6422, 0.0074], [6.0996, 2.4364, 2.3670], [7.3943, 2.3162, 1.2709], [7.0279, 1.7079, 0.1106], [5.6646, 1.3288, 0.1155], [5.0159, 1.6581, 1.2755], [3.6068, 1.4663, 1.6133], [2.7749, 0.7077, 0.7704], [1.4760, 0.5889, 0.9663], [0.9034, 1.1819, 2.0241], [1.6363, 1.8998, 2.9574], [0.9344, 2.5409, 4.0413], [-0.4147, 2.5438, 4.0832], [-1.1822, 1.8697, 3.0667], [-2.5705, 1.9711, 2.9307], [-3.2404, 1.3398, 1.8904], [-2.4804, 0.4860, 1.0740], [-1.1616, 0.4094, 1.1903], [-0.4964, 1.1334, 2.1095], [-4.6618, 1.5340, 1.6128], [-5.3430, 1.2289, 0.4644], [-6.7031, 1.6178, 0.5055], [-7.0312, 2.2084, 1.6866], [-5.7053, 2.3007, 2.7468], [3.0120, 2.0330, 2.7311], [8.3664, 2.7024, 1.5360], [7.7063, 1.5421, -0.7136], [5.1892, 0.8392, -0.7247], [3.1871, 0.1976, -0.0911], [1.5144, 3.0535, 4.7981], [-0.9469, 3.0658, 4.8683], [-3.1225, 2.5857, 3.6334], [-2.9514, -0.1565, 0.3442], [-4.8896, 0.7609, -0.4005], [-7.4035, 1.4752, -0.3046], [-7.9937, 2.5940, 1.9856], [3.6013, 2.6240, 3.4229], [1.8427, 5.1866, -2.1763], [0.8342, 4.1747, -2.4404], [0.1094, 3.5339, -1.5004], [0.0895, 3.8518, 0.3075], [-0.6871, 2.6527, -2.1645], [-0.4799, 2.7338, -3.5443], [-1.0577, 2.0785, -4.6185], [-0.6206, 2.4415, -5.8827], [0.3506, 3.4297, -6.0584], [0.9178, 4.0879, -4.9778], [0.4864, 3.7130, -3.7165], [2.1889, 5.0799, -1.1529], [1.4326, 6.1872, -2.3078], [2.6765, 5.0456, -2.8613], [-1.3130, 2.0282, -1.6896], [-1.8253, 1.3273, -4.4780], [-1.0460, 1.9579, -6.7517], [0.6632, 3.6907, -7.0600], [1.6499, 4.8720, -5.1205], [0.3228, -5.8457, -2.4550], [0.8156, -4.9850, -1.3182], [1.9295, -5.6084, -0.5116], [-0.3510, -4.7813, -0.4136], [-0.7749, -3.4088, 0.1786], [-1.2713, -2.0802, -1.2581], [0.7364, -2.5005, 1.2213], [-2.0230, -3.6660, 1.0461], [-2.3135, -4.8062, 1.9738], [-1.0991, -5.1602, 2.8028], [-2.8735, -5.9611, 1.1797], [1.1514, -6.0872, -3.1198], [-0.4436, -5.3249, -3.0288], [-0.1006, -6.7738, -2.0699], [1.1166, -4.0055, -1.6953], [1.5907, -6.5393, -0.0556], [2.2708, -4.9355, 0.2760], [2.7739, -5.8297, -1.1632], [-3.0869, -4.3822, 2.6080], [-0.3195, -5.6104, 2.1823], [-1.3866, -5.8845, 3.5634], [-0.6949, -4.2817, 3.3079], [-2.1281, -6.3662, 0.4957], [-3.7489, -5.6529, 0.6090], [-3.1750, -6.7467, 1.8728]]
}